The following is a quantum chemistry calculation of a molecular structure, C7H24InN12O9 in a non-equilibrium geometry, from OMol25.

```
53
C7H24InN12O9 | OMol25 | the ωB97M-V functional and the def2-TZVPD basis
In 0.223 -0.236 -0.211
C -1.604 1.176 2.396
O -2.495 1.543 3.199
O -0.659 1.951 2.192
O -1.764 0.089 1.753
C -0.148 3.236 -2.394
O -0.281 2.345 -1.560
N -1.016 4.232 -2.643
N 0.951 3.231 -3.236
H -0.978 4.867 -3.412
H -1.846 4.166 -2.073
H 1.584 2.457 -3.167
H 1.000 3.824 -4.041
C 1.722 -0.402 3.536
O 1.280 -0.925 2.501
N 2.286 -1.085 4.578
N 1.653 0.928 3.759
H 2.454 -2.073 4.517
H 2.656 -0.588 5.361
H 0.987 1.448 3.210
H 1.987 1.389 4.583
C 0.974 -3.950 1.117
O 0.572 -2.984 0.440
N 1.232 -5.174 0.635
N 1.071 -3.808 2.450
H 1.423 -6.050 1.079
H 1.236 -5.244 -0.372
H 0.905 -2.869 2.794
H 1.421 -4.528 3.053
C -3.130 -2.518 -0.501
O -2.129 -1.815 -0.545
N -4.387 -1.979 -0.586
N -3.119 -3.868 -0.280
H -5.122 -2.659 -0.506
H -4.559 -1.000 -0.475
H -2.198 -4.270 -0.253
H -3.869 -4.299 0.225
C -1.268 -0.045 -4.059
O -0.806 -0.230 -2.933
N -2.476 0.517 -4.292
N -0.505 -0.200 -5.178
H -3.092 0.544 -3.494
H -2.920 0.297 -5.168
H 0.399 -0.611 -5.012
H -0.578 0.314 -6.035
C 2.744 2.633 0.970
O 2.443 1.587 0.402
N 1.844 3.518 1.521
N 4.016 3.148 1.011
H 0.866 3.286 1.552
H 2.202 4.089 2.266
H 4.106 4.091 0.671
H 4.709 2.506 0.654
```

Computed properties:
net charge: +1
Kohn-Sham gap: 4.2 eV
multiplicity: 1
LUMO level: -6.8 eV

Mulliken charges in e: 1.435 0.822 -0.445 -0.609 -0.328 0.562 -0.496 -0.442 -0.424 0.162 0.249 0.201 0.166 0.552 -0.420 -0.393 -0.283 0.197 0.143 0.155 0.176 0.448 -0.566 -0.398 -0.306 0.159 0.256 0.220 0.168 0.531 -0.459 -0.428 -0.467 0.157 0.228 0.230 0.203 0.476 -0.498 -0.447 -0.463 0.255 0.218 0.219 0.188 0.402 -0.447 -0.364 -0.505 0.253 0.249 0.234 0.277

The following is a quantum chemistry calculation of 9 unconnected molecules or ions with the total composition C7H26O8 in a non-equilibrium geometry, from OMol25.

```
41
C7H26O8 | OMol25 | the ωB97M-V functional and the def2-TZVPD basis
C 0.779 2.665 -2.268
C -0.212 1.776 -2.552
C -0.372 0.427 -1.891
C -0.949 -0.650 -2.391
C -1.261 -1.861 -1.596
C -0.958 -3.111 -2.050
C -1.921 -1.801 -0.230
H 0.894 3.641 -2.552
H 1.579 2.417 -1.473
H -0.958 2.073 -3.330
H -0.029 0.483 -0.783
H -1.339 -0.972 -3.397
H -0.320 -3.105 -2.988
H -1.248 -4.177 -1.686
H -2.583 -1.007 -0.430
H -2.543 -2.641 -0.033
H -1.287 -1.513 0.632
O -3.379 0.232 1.963
H -2.726 0.844 1.913
H -3.266 -0.081 2.827
O 3.129 -0.839 0.638
H 4.056 -0.849 0.383
H 2.893 -1.629 0.098
O -1.826 2.733 0.346
H -1.593 2.533 -0.529
H -2.389 1.995 0.701
O 2.745 -2.761 -1.408
H 2.759 -1.874 -1.936
H 1.773 -2.899 -1.458
O -0.896 0.855 3.596
H -0.150 0.416 3.483
H -0.648 1.709 3.181
O 2.805 1.794 0.449
H 2.901 0.893 0.740
H 3.687 2.152 0.470
O -0.251 3.077 2.278
H -1.024 3.044 1.731
H 0.503 3.167 1.705
O 0.870 -2.360 2.567
H 1.276 -2.602 3.360
H 1.482 -2.191 1.919
```

Computed properties:
net charge: 0
Kohn-Sham gap: 9.0 eV
SMILES string: C=C/C=C/C(=C)C.O.O.O.O.O.O.O.O
multiplicity: 1
LUMO level: 0.0 eV

Mulliken charges in e: -0.541 -0.664 0.297 -0.704 0.990 -1.145 -1.218 0.358 0.080 0.279 0.449 0.343 0.316 0.256 0.318 0.464 0.148 -0.550 0.226 0.298 -0.683 0.309 0.372 -0.685 0.275 0.361 -0.759 0.386 0.343 -0.641 0.228 0.437 -0.588 0.394 0.254 -0.747 0.515 0.263 -0.566 0.259 0.277

The following is a quantum chemistry calculation of a molecular structure, C7H28BaO7 in a non-equilibrium geometry, from OMol25.

```
43
C7H28BaO7 | OMol25 | the ωB97M-V functional and the def2-TZVPD basis
Ba -0.360 -0.088 0.244
C 2.506 -1.288 -2.322
O 1.541 -1.635 -1.332
H 2.696 -2.107 -3.014
H 2.228 -0.395 -2.881
H 3.467 -1.063 -1.848
H 1.469 -2.592 -1.272
C -2.676 -0.795 -2.916
O -1.361 -0.579 -2.387
H -3.334 -1.168 -2.134
H -3.101 0.139 -3.290
H -2.678 -1.523 -3.727
H -0.844 -0.202 -3.106
C 2.127 -2.682 1.821
O 0.814 -2.212 1.455
H 2.421 -3.542 1.224
H 2.844 -1.894 1.586
H 2.188 -2.849 2.893
H 0.174 -2.646 2.030
C -0.193 -0.153 3.823
O -1.241 -0.254 2.829
H -0.045 -1.121 4.297
H 0.716 0.173 3.319
H -0.404 0.610 4.570
H -2.066 -0.382 3.306
C -0.821 2.978 -1.864
O 0.246 2.126 -1.377
H -0.515 3.500 -2.769
H -1.625 2.313 -2.175
H -1.139 3.670 -1.088
H 1.016 2.696 -1.285
C -3.772 0.769 1.024
O -2.904 1.089 -0.076
H -4.829 0.747 0.775
H -3.514 -0.196 1.463
H -3.603 1.502 1.817
H -3.333 1.786 -0.581
C 3.184 1.140 0.185
O 2.063 1.004 1.091
H 3.903 0.335 0.331
H 2.815 1.099 -0.837
H 3.695 2.081 0.376
H 2.244 1.607 1.819
```

Computed properties:
net charge: +2
Kohn-Sham gap: 11.3 eV
multiplicity: 1
LUMO level: -5.5 eV

Mulliken charges in e: 1.486 -0.816 -0.243 0.349 0.292 0.280 0.194 -0.722 -0.265 0.239 0.293 0.317 0.216 -0.734 -0.281 0.298 0.151 0.408 0.245 -0.474 -0.431 0.297 0.062 0.360 0.237 -0.553 -0.286 0.352 0.027 0.319 0.206 -0.653 -0.319 0.362 0.145 0.334 0.223 -0.663 -0.261 0.233 0.129 0.430 0.217

The following is a quantum chemistry calculation of a molecular structure, C7H28FN14O7Zn in a non-equilibrium geometry, from OMol25.

```
58
C7H28FN14O7Zn | OMol25 | the ωB97M-V functional and the def2-TZVPD basis
Zn -0.501 2.224 -0.644
F 0.158 0.408 0.154
C 1.093 1.464 -3.320
O 0.221 1.721 -2.453
N 1.886 0.504 -3.096
N 1.238 2.171 -4.369
H 2.861 0.695 -3.275
H 1.744 -0.230 -2.416
H 2.042 2.096 -4.976
H 0.476 2.775 -4.643
C 0.092 -2.476 -1.894
O 0.179 -3.456 -2.650
N 1.020 -1.873 -1.211
N -0.998 -1.819 -1.905
H 0.600 -1.150 -0.644
H 1.929 -2.303 -1.123
H -1.155 -1.251 -1.085
H -1.769 -2.255 -2.390
C -3.420 1.099 -1.278
O -2.202 1.266 -1.100
N -4.325 0.741 -0.398
N -4.008 1.280 -2.438
H -4.238 0.652 0.604
H -5.280 0.754 -0.725
H -3.416 1.580 -3.199
H -5.015 1.201 -2.428
C -1.796 3.441 2.037
O -1.178 2.689 1.331
N -1.481 4.635 2.071
N -2.882 3.229 2.722
H -2.151 5.375 2.224
H -0.565 4.717 1.654
H -3.136 3.938 3.395
H -3.107 2.249 2.817
C 1.324 -4.029 1.243
O 0.137 -4.388 1.044
N 1.561 -2.799 1.637
N 2.382 -4.729 1.061
H 0.960 -2.047 1.334
H 2.463 -2.681 2.075
H 3.282 -4.409 1.388
H 2.325 -5.736 1.010
C 3.989 0.494 -0.168
O 3.783 1.369 -1.001
N 5.171 0.237 0.215
N 3.097 -0.034 0.601
H 5.977 0.279 -0.392
H 5.384 -0.277 1.058
H 3.236 -0.781 1.267
H 2.124 0.160 0.412
C -1.241 -1.266 3.139
O -1.733 -1.923 4.016
N -1.035 0.055 3.385
N -1.390 -1.460 1.863
H -0.961 0.561 2.514
H -0.675 0.393 4.267
H -1.757 -2.338 1.524
H -1.321 -0.738 1.160
```

Computed properties:
net charge: +2
Kohn-Sham gap (spin up / spin down): 8.4 / 3.8 eV
multiplicity: 2
LUMO level (spin up / spin down): -5.9 / -10.5 eV

Mulliken charges in e: 0.719 -0.131 0.553 -0.430 -0.052 -0.363 0.312 0.029 0.183 0.263 0.530 -0.708 0.169 -0.128 -0.428 0.180 0.054 0.209 0.489 -0.195 -0.341 -0.413 0.185 0.167 0.236 0.151 0.653 -0.599 -0.431 -0.418 0.217 0.242 0.205 0.257 0.773 -0.206 -0.124 -0.348 0.095 0.217 0.199 0.279 0.613 -0.659 -0.389 0.010 0.269 0.153 0.144 -0.159 0.601 -0.616 -0.307 -0.225 0.066 0.202 0.219 -0.175

The following is a quantum chemistry calculation of 7 unconnected molecules or ions with the total composition C7H28N10O7 in a non-equilibrium geometry, from OMol25.

```
52
C7H28N10O7 | OMol25 | the ωB97M-V functional and the def2-TZVPD basis
N 1.792 -3.439 0.237
C 0.543 -3.390 0.587
N -0.210 -3.212 -0.493
O 0.084 -3.295 1.939
H 2.474 -3.603 0.957
H 2.180 -3.644 -0.684
H -1.226 -3.300 -0.287
H 0.082 -3.558 -1.424
N -0.773 -0.566 -0.398
C -1.985 -0.328 -0.145
N -2.137 0.956 0.123
O -3.165 -1.193 -0.291
H -0.513 -1.522 -0.552
H 0.091 -0.067 0.026
H -3.135 1.392 0.251
H -1.381 1.575 0.336
N -1.135 1.370 -3.845
C 0.137 1.574 -3.494
N 0.539 1.006 -2.375
O 1.031 2.343 -4.163
H -1.416 1.579 -4.815
H -1.872 0.907 -3.325
H 1.547 0.962 -2.249
H 0.011 0.433 -1.801
N -2.330 -2.634 3.217
C -3.303 -3.497 3.329
N -2.973 -4.632 2.743
O -4.570 -3.326 3.855
H -2.507 -1.636 3.444
H -1.404 -2.844 2.809
H -3.628 -5.407 2.911
H -2.066 -4.912 2.718
N -0.155 4.908 -0.885
C 0.342 4.225 0.052
N 1.589 4.610 0.347
O -0.248 3.100 0.609
H -0.960 4.616 -1.315
H 0.344 5.709 -1.355
H 2.175 4.327 1.090
H 1.955 5.550 -0.056
C 0.938 0.513 2.314
O 1.178 0.807 0.932
H 1.864 0.132 2.735
H 0.215 -0.388 2.393
H 0.466 1.344 2.940
H 0.993 1.724 0.844
C 3.400 0.511 -1.351
O 3.206 0.892 -2.704
H 4.399 0.778 -1.058
H 3.166 -0.461 -0.983
H 2.857 1.272 -0.823
H 3.492 1.737 -2.866
```

Computed properties:
net charge: 0
Kohn-Sham gap: 8.0 eV
SMILES string: NC(N)=O.NC(N)=O.NC(N)=O.NC(N)=O.NC(N)=O.CO.CO
multiplicity: 1
LUMO level: -0.1 eV

Mulliken charges in e: -0.356 0.519 -0.638 -0.787 0.259 0.203 0.311 0.228 -0.169 0.114 -0.144 -0.755 -0.044 0.388 0.292 0.239 -0.365 0.520 0.081 -0.753 0.238 0.189 0.126 0.510 -0.210 0.529 -0.382 -0.732 0.171 0.306 0.228 0.205 -0.350 0.692 -0.451 -0.803 0.219 0.186 0.217 0.168 -0.463 -0.341 0.281 0.062 0.243 0.142 -0.650 -0.559 0.437 0.230 0.143 0.277

The following is a quantum chemistry calculation of 7 unconnected molecules or ions with the total composition C7H28O7 in a non-equilibrium geometry, from OMol25.

```
42
C7H28O7 | OMol25 | the ωB97M-V functional and the def2-TZVPD basis
C 0.517 0.182 -0.292
O -0.213 -0.649 0.605
H 1.403 -0.379 -0.595
H -0.026 0.422 -1.206
H 0.864 1.054 0.265
H -1.035 -0.189 0.818
C 2.778 3.840 0.580
O 2.095 3.833 -0.663
H 2.498 4.678 1.227
H 2.626 2.889 1.091
H 3.860 3.972 0.451
H 2.711 4.086 -1.350
C -3.991 0.588 -0.344
O -2.936 1.217 0.373
H -4.904 1.185 -0.331
H -3.662 0.455 -1.374
H -4.181 -0.426 0.020
H -3.113 1.113 1.313
C 2.412 1.257 -3.747
O 3.472 1.337 -4.715
H 2.223 2.258 -3.351
H 1.509 0.858 -4.213
H 2.726 0.619 -2.927
H 3.152 1.947 -5.387
C -1.611 -1.810 -2.380
O -2.114 -2.112 -3.687
H -1.998 -2.529 -1.656
H -0.522 -1.860 -2.368
H -1.837 -0.760 -2.166
H -3.055 -1.920 -3.677
C 1.410 -3.600 1.894
O 2.651 -3.712 2.614
H 1.210 -2.539 1.689
H 1.407 -4.145 0.960
H 0.581 -3.866 2.560
H 2.601 -3.028 3.285
C -1.385 -0.776 4.126
O -2.556 -0.606 4.923
H -0.619 -0.112 4.530
H -1.007 -1.800 4.186
H -1.628 -0.558 3.092
H -2.315 -0.411 5.828
```

Computed properties:
net charge: 0
Kohn-Sham gap: 10.5 eV
SMILES string: CO.CO.CO.CO.CO.CO.CO
multiplicity: 1
LUMO level: 0.4 eV

Mulliken charges in e: -0.632 -0.370 0.308 0.211 0.286 0.169 -0.534 -0.477 0.236 0.192 0.283 0.299 -0.548 -0.489 0.315 0.164 0.273 0.287 -0.333 -0.528 0.165 0.270 0.139 0.295 -0.227 -0.556 0.279 0.231 -0.019 0.301 -0.209 -0.519 -0.067 0.266 0.242 0.292 -0.150 -0.539 0.288 0.221 -0.114 0.303